Here is a molecular structure, C25H35N5OPTl in a non-equilibrium geometry from the Open Molecules 2025 dataset. Energies are from ωB97M-V/def2-TZVPD.

- ΔE to the lowest compared entry with this formula, charge and spin: 0.0 kcal per mole
- Net charge: +2
- Frontier orbital gap: 0.2238 Ha

Last column: Mulliken charge in e.
Geometry (Å):
Tl (-0.56, -0.96, -1.31)  0.99
N (-0.67, 4.54, -2.94)  -0.49
C (-1.76, 4.28, -3.81)  -0.80
C (-3.16, 3.92, -2.91)  -0.94
N (-3.32, 2.49, -2.60)  0.22
C (-4.68, 2.47, -2.03)  -0.99
C (-4.97, 1.62, -0.69)  -0.50
N (-6.14, 2.05, 0.10)  -0.71
C (-3.35, 1.90, -3.97)  -1.19
C (-2.29, 0.76, -4.08)  -0.20
N (-1.07, 0.96, -3.24)  -0.49
H (-0.81, 5.37, -2.13)  0.26
H (0.11, 4.66, -3.61)  0.24
H (-1.26, 3.46, -4.48)  0.35
H (-1.96, 5.17, -4.40)  0.44
H (-3.75, 4.48, -3.61)  0.41
H (-3.26, 4.47, -1.97)  0.62
H (-5.47, 2.26, -2.72)  0.42
H (-4.99, 3.47, -1.75)  0.54
H (-4.09, 1.62, 0.00)  0.28
H (-5.00, 0.56, -1.12)  0.22
H (-6.32, 1.26, 0.84)  0.30
H (-7.10, 1.70, -0.56)  0.32
H (-3.26, 2.58, -4.80)  0.41
H (-4.29, 1.45, -4.25)  0.56
H (-1.93, 0.89, -5.15)  0.28
H (-2.91, -0.25, -3.78)  0.18
H (-1.01, 1.98, -3.38)  0.06
H (-0.19, 0.54, -3.54)  0.41
O (1.98, -4.99, -1.98)  -0.44
N (2.18, -5.10, -0.55)  -0.42
C (2.62, -4.01, -0.04)  -0.20
C (2.96, -4.06, 1.38)  0.67
C (3.76, -5.27, 1.70)  -0.83
C (4.21, -5.39, 3.11)  -0.67
C (3.74, -4.48, 3.99)  -0.75
C (3.01, -3.19, 3.62)  -0.76
C (2.67, -2.97, 2.36)  0.66
P (1.89, -1.42, 1.91)  0.65
C (3.12, -0.36, 1.17)  0.88
C (3.86, -0.84, 0.09)  -0.39
C (4.39, -0.04, -0.86)  -0.72
C (4.25, 1.35, -0.60)  -0.36
C (3.79, 1.79, 0.61)  -0.85
C (2.97, 0.99, 1.41)  -0.33
C (0.85, -1.06, 3.36)  0.90
C (0.29, -1.99, 4.22)  -0.61
C (-0.40, -1.45, 5.30)  -0.67
C (-0.77, -0.08, 5.35)  -0.40
C (-0.53, 0.73, 4.24)  -0.90
C (0.30, 0.19, 3.25)  -0.40
H (2.21, -5.90, -2.21)  0.38
H (2.29, -3.11, -0.52)  0.31
H (4.09, -5.97, 0.97)  0.49
H (4.90, -6.13, 3.48)  0.44
H (3.78, -4.61, 5.08)  0.38
H (2.62, -2.57, 4.42)  0.82
H (4.07, -1.94, 0.08)  0.44
H (4.83, -0.47, -1.76)  0.47
H (4.48, 2.12, -1.40)  0.36
H (3.91, 2.87, 0.77)  0.39
H (2.25, 1.43, 2.11)  0.39
H (0.58, -3.06, 4.26)  0.60
H (-0.54, -1.97, 6.26)  0.36
H (-1.26, 0.24, 6.27)  0.44
H (-1.08, 1.70, 4.13)  0.37
H (0.43, 0.78, 2.34)  0.45
H (0.78, -1.50, 0.59)  -0.30

=====

Here is a molecular structure, C22H18N4O2STi in a non-equilibrium geometry from the Open Molecules 2025 dataset. Energies are from ωB97M-V/def2-TZVPD.

- 2S+1: 2
- ΔE to the lowest compared entry with this formula, charge and spin: 31.4 kcal per mole
- Net charge: +1
- Frontier orbital gap (alpha / beta): 0.2231 / 0.2495 Ha
- <S²>: 0.83

Last column: Löwdin spin population.
Geometry (Å):
Ti (-0.84, 0.98, 0.30)  0.65
C (-3.14, 2.71, -0.78)  0.00
O (-1.74, 2.53, -0.45)  0.01
C (-0.80, 3.09, -1.36)  -0.02
C (-0.85, 4.41, -1.77)  0.00
C (0.15, 4.87, -2.61)  -0.02
C (1.17, 4.02, -3.04)  0.00
C (1.20, 2.70, -2.65)  -0.02
C (0.20, 2.21, -1.81)  0.00
N (0.06, 0.91, -1.32)  -0.07
N (0.78, -0.08, -1.76)  0.18
C (0.52, -1.30, -1.24)  0.01
C (-0.57, -1.60, -0.36)  0.09
O (-1.39, -0.63, 0.10)  0.02
C (-0.86, -2.93, -0.01)  -0.01
C (-0.06, -3.95, -0.43)  0.09
C (1.07, -3.71, -1.25)  0.00
C (1.91, -4.76, -1.66)  0.02
C (3.00, -4.52, -2.46)  -0.01
C (3.29, -3.21, -2.87)  0.02
C (2.49, -2.17, -2.48)  -0.01
C (1.36, -2.39, -1.67)  0.02
H (-3.28, 2.64, -1.86)  0.00
H (-3.70, 1.92, -0.28)  0.00
H (-3.48, 3.68, -0.42)  0.00
H (-1.63, 5.07, -1.43)  0.00
H (0.13, 5.90, -2.94)  0.00
H (1.95, 4.41, -3.68)  0.00
H (1.97, 2.02, -2.99)  0.00
H (-1.73, -3.10, 0.60)  0.00
H (-0.30, -4.97, -0.15)  0.00
H (1.68, -5.77, -1.34)  0.00
H (3.64, -5.34, -2.76)  0.00
H (4.16, -3.02, -3.49)  0.00
H (2.70, -1.16, -2.80)  0.00
C (0.03, -0.77, 5.94)  0.00
C (-0.43, -0.17, 4.67)  0.00
C (-1.80, -0.06, 4.35)  0.01
C (-2.13, 0.56, 3.18)  0.00
N (-1.20, 1.04, 2.33)  0.01
C (0.10, 0.82, 2.68)  0.01
S (1.22, 1.30, 1.45)  -0.01
N (0.49, 0.27, 3.82)  0.01
H (-0.42, -0.26, 6.79)  0.00
H (1.11, -0.71, 6.01)  0.00
H (-0.27, -1.82, 6.00)  0.00
H (-2.56, -0.43, 5.02)  0.00
H (-3.17, 0.72, 2.90)  0.00

=====

Here is 3 unconnected molecules or ions with the total composition CH9NO3 in a non-equilibrium geometry from the Open Molecules 2025 dataset. Energies are from ωB97M-V/def2-TZVPD.

- ΔE to the lowest compared entry with this formula, charge and spin: 28.4 kcal per mole
- Structure (SMILES): NCO.O.O
- Frontier orbital gap: 0.3815 Ha

Last column: Mulliken charge in e.
Geometry (Å):
N (1.25, 1.97, -0.01)  -0.51
C (1.53, 0.98, -1.07)  -0.19
O (1.55, -0.43, -0.60)  -0.52
H (1.63, 2.80, -0.33)  0.22
H (1.72, 1.56, 0.81)  0.21
H (2.46, 1.13, -1.62)  0.30
H (0.60, 0.87, -1.64)  0.20
H (2.31, -0.44, 0.09)  0.29
H (-3.28, -1.82, -0.14)  0.29
H (-2.07, -2.14, -0.80)  0.34
O (-2.67, -1.35, -0.67)  -0.64
H (-2.43, -1.20, 2.13)  0.31
H (-1.14, -0.82, 1.49)  0.34
O (-1.46, -1.11, 2.35)  -0.64

=====

Here is 2 unconnected molecules or ions with the total composition C19H30F9IN4O7PS in a non-equilibrium geometry from the Open Molecules 2025 dataset. Energies are from ωB97M-V/def2-TZVPD.

- Net charge: +1
- Frontier orbital gap: 0.2164 Ha

Last column: Mulliken charge in e.
Geometry (Å):
C (-2.06, -1.67, 7.29)  -0.75
C (-2.75, -3.05, 6.69)  -0.39
C (-3.95, -2.78, 5.61)  -0.44
O (-3.52, -2.75, 4.19)  -0.29
C (-3.04, -1.37, 3.96)  0.18
C (-2.74, -1.02, 2.39)  0.30
C (-3.62, -1.21, 1.02)  -0.83
I (-5.61, -2.11, 0.94)  0.22
N (-2.82, -0.68, -0.20)  0.40
C (-3.20, -0.64, -1.66)  -0.64
C (-1.89, -0.46, -2.66)  -0.68
C (-1.45, 1.11, -2.91)  -0.58
P (0.37, 1.20, -3.57)  0.89
O (0.43, 0.57, -5.04)  -0.73
O (0.75, 2.93, -3.73)  -0.22
C (0.86, 3.55, -2.39)  0.01
C (1.53, 5.06, -2.42)  -1.04
O (1.47, 0.45, -2.44)  -0.27
C (2.88, 0.74, -2.76)  -0.30
C (3.81, 0.88, -1.38)  -0.72
C (-1.48, -0.18, 0.35)  -0.30
N (-1.46, -0.41, 1.84)  0.05
S (0.03, 0.08, 2.60)  0.82
O (0.49, 1.41, 1.89)  -0.53
O (-0.07, 0.41, 4.11)  -0.50
C (1.40, -1.18, 2.19)  0.39
F (2.66, -0.57, 2.75)  -0.25
F (1.61, -1.26, 0.73)  -0.09
C (1.19, -2.63, 2.94)  0.60
F (-0.27, -2.81, 3.27)  -0.26
F (1.88, -2.55, 4.27)  -0.25
C (1.62, -3.94, 2.05)  0.55
F (1.30, -5.16, 2.87)  -0.26
F (0.78, -4.09, 0.80)  -0.23
C (3.20, -4.01, 1.63)  0.59
F (4.13, -3.30, 2.54)  -0.20
F (3.37, -3.56, 0.23)  -0.19
F (3.58, -5.47, 1.71)  -0.23
H (-2.49, -0.68, 6.82)  0.24
H (-2.09, -1.59, 8.46)  0.32
H (-0.91, -1.73, 6.98)  0.14
H (-1.94, -3.83, 6.30)  0.24
H (-3.26, -3.59, 7.62)  0.32
H (-4.70, -3.71, 5.70)  0.30
H (-4.56, -1.84, 5.95)  0.30
H (-3.76, -0.55, 4.39)  0.43
H (-2.00, -1.30, 4.53)  0.07
H (-3.96, 0.28, -1.78)  0.31
H (-3.79, -1.61, -2.03)  0.42
H (-2.17, -0.90, -3.73)  0.41
H (-0.97, -1.10, -2.29)  0.32
H (-2.14, 1.57, -3.75)  0.42
H (-1.50, 1.75, -1.93)  0.26
H (-0.22, 3.69, -1.90)  0.15
H (1.49, 2.93, -1.62)  0.13
H (2.37, 5.16, -3.26)  0.28
H (2.02, 5.24, -1.37)  0.31
H (0.66, 5.84, -2.64)  0.29
H (3.06, 1.74, -3.36)  0.23
H (3.32, -0.14, -3.39)  0.35
H (3.27, 0.43, -0.43)  0.00
H (4.19, 1.99, -1.22)  0.27
H (4.77, 0.21, -1.56)  0.32
H (-0.58, 0.31, -0.22)  0.34
C (2.19, 4.48, -7.58)  0.68
O (2.49, 5.65, -7.78)  -0.66
N (3.06, 3.47, -7.73)  -0.39
N (0.95, 4.11, -7.20)  -0.37
H (2.83, 2.51, -7.57)  0.18
H (4.00, 3.71, -8.02)  0.21
H (0.27, 4.84, -7.07)  0.20
H (0.69, 3.16, -7.03)  0.16

=====

Here is a molecular structure, C24H60F4K2N2O24P4S4 in a non-equilibrium geometry from the Open Molecules 2025 dataset. Energies are from ωB97M-V/def2-TZVPD.

- ΔE to the lowest compared entry with this formula, charge and spin: 37.3 kcal per mole
- Frontier orbital gap: 0.3000 Ha

Last column: Mulliken charge in e.
Geometry (Å):
K (3.56, -4.10, 2.49)  0.94
K (0.75, -5.39, 0.88)  0.87
N (1.85, -2.99, 0.88)  0.13
S (2.64, -2.14, -0.40)  0.73
O (3.64, -1.18, -0.06)  -0.54
O (1.90, -1.97, -1.60)  -0.39
F (3.62, -3.36, -0.74)  -0.25
S (0.87, -1.84, 1.12)  0.67
O (-0.31, -1.81, 0.28)  -0.24
O (1.41, -0.57, 1.54)  -0.56
F (0.21, -2.45, 2.46)  -0.40
N (3.87, -7.95, -1.54)  -0.34
S (4.24, -6.73, -0.46)  0.88
O (5.21, -7.03, 0.55)  -0.59
O (3.07, -5.96, -0.17)  -0.27
F (5.00, -5.76, -1.46)  -0.12
S (2.98, -8.90, -0.68)  1.02
O (1.78, -8.33, -0.11)  -0.54
O (3.68, -9.83, 0.17)  -0.61
F (2.54, -9.82, -1.91)  -0.27
C (-1.83, -2.68, -3.89)  -1.54
C (-1.81, -3.05, -2.46)  0.68
O (-2.89, -3.98, -2.14)  -0.34
P (-2.92, -4.75, -0.76)  0.67
O (-1.61, -5.26, -0.32)  -0.52
O (-3.67, -3.75, 0.22)  -0.25
C (-3.05, -3.17, 1.40)  1.23
C (-3.75, -3.69, 2.65)  -1.42
O (-4.03, -5.86, -1.02)  -0.42
C (-5.38, -5.48, -1.43)  -0.15
C (-6.26, -5.62, -0.21)  -1.06
H (-1.77, -3.57, -4.52)  0.37
H (-2.76, -2.18, -4.17)  0.37
H (-1.05, -1.95, -4.10)  0.39
H (-0.82, -3.41, -2.20)  0.05
H (-2.11, -2.21, -1.81)  -0.04
H (-1.98, -3.30, 1.46)  -0.19
H (-3.32, -2.13, 1.30)  -0.41
H (-4.20, -4.68, 2.67)  0.33
H (-2.98, -3.72, 3.43)  0.39
H (-4.44, -2.94, 3.03)  0.38
H (-5.40, -4.45, -1.80)  0.19
H (-5.63, -6.10, -2.29)  0.42
H (-6.12, -4.73, 0.41)  0.20
H (-7.30, -5.82, -0.46)  0.38
H (-5.91, -6.43, 0.43)  0.28
C (6.65, -3.42, -2.80)  -1.07
C (5.33, -3.06, -3.47)  -0.34
O (4.85, -1.88, -2.83)  0.36
P (4.87, -0.40, -3.46)  0.51
O (4.30, 0.62, -2.58)  -0.73
O (6.36, -0.11, -3.87)  -0.36
C (6.96, 1.16, -3.67)  -0.30
C (7.82, 1.18, -2.41)  -1.11
O (4.10, -0.60, -4.85)  -0.36
C (2.67, -0.70, -4.78)  -0.02
C (2.12, -0.10, -6.05)  -1.40
H (7.28, -4.12, -3.35)  0.39
H (7.33, -2.58, -2.63)  0.27
H (6.47, -3.82, -1.80)  0.20
H (5.53, -2.97, -4.54)  0.36
H (4.64, -3.89, -3.31)  0.35
H (7.65, 1.28, -4.51)  0.29
H (6.28, 2.01, -3.59)  0.37
H (7.25, 0.94, -1.51)  0.28
H (8.67, 0.50, -2.50)  0.28
H (8.21, 2.18, -2.24)  0.41
H (2.42, -1.76, -4.65)  0.28
H (2.22, -0.22, -3.92)  0.28
H (2.55, -0.53, -6.95)  0.32
H (1.03, -0.14, -6.10)  0.36
H (2.23, 0.99, -5.94)  0.35
C (1.50, 1.83, 4.20)  -1.10
C (0.70, 2.34, 3.01)  0.85
O (-0.14, 3.41, 3.43)  -0.33
P (0.42, 4.91, 3.25)  0.90
O (1.13, 5.23, 2.01)  -0.77
O (1.31, 5.12, 4.57)  -0.19
C (2.67, 5.61, 4.47)  -0.21
C (3.08, 6.38, 5.69)  -1.32
O (-0.88, 5.79, 3.50)  -0.23
C (-0.84, 7.00, 4.25)  -0.16
C (-1.33, 6.73, 5.67)  -1.18
H (2.33, 2.46, 4.55)  0.23
H (0.94, 1.57, 5.10)  0.32
H (2.01, 0.91, 3.90)  0.30
H (1.33, 2.66, 2.17)  0.44
H (0.11, 1.54, 2.57)  -0.73
H (3.26, 4.70, 4.31)  0.35
H (2.76, 6.27, 3.61)  0.33
H (2.68, 7.40, 5.73)  0.31
H (2.79, 5.94, 6.65)  0.32
H (4.17, 6.46, 5.70)  0.41
H (0.17, 7.42, 4.22)  0.25
H (-1.48, 7.72, 3.75)  0.40
H (-0.66, 6.14, 6.29)  0.23
H (-1.56, 7.65, 6.21)  0.43
H (-2.23, 6.13, 5.50)  0.32
C (-7.58, 2.39, -1.77)  -1.25
C (-6.53, 2.79, -0.76)  0.05
O (-5.45, 3.38, -1.51)  -0.33
P (-4.07, 3.71, -0.74)  0.90
O (-3.00, 4.09, -1.67)  -0.76
O (-4.47, 4.79, 0.38)  -0.23
C (-4.63, 6.16, 0.04)  -0.32
C (-4.49, 7.04, 1.26)  -0.98
O (-3.87, 2.37, 0.13)  -0.16
C (-2.64, 2.22, 0.86)  -0.53
C (-2.29, 0.75, 0.92)  -0.87
H (-8.45, 1.94, -1.28)  0.39
H (-7.89, 3.28, -2.31)  0.32
H (-7.15, 1.62, -2.41)  0.29
H (-6.85, 3.43, 0.06)  0.30
H (-6.16, 1.88, -0.29)  0.16
H (-3.98, 6.48, -0.78)  0.39
H (-5.63, 6.32, -0.36)  0.27
H (-5.42, 6.97, 1.83)  0.30
H (-3.60, 6.80, 1.84)  0.13
H (-4.47, 8.09, 0.96)  0.40
H (-1.84, 2.75, 0.32)  0.44
H (-2.75, 2.67, 1.85)  0.26
H (-1.44, 0.66, 1.60)  0.07
H (-3.12, 0.10, 1.17)  0.24
H (-1.84, 0.44, -0.02)  0.28